[1]
Below is a 5-piece molecular cluster, CH14N2O4 overall, with properties calculated with ωB97M-V/def2-TZVPD.

Last column: Mulliken charge in e.
Geometry (Å):
N 1.797 -0.648 0.245  -0.5688
C 1.142 -1.267 -0.881  -0.4133
N 0.382 -2.454 -0.410  -0.7482
H 1.303 -0.193 0.997  0.2030
H 2.352 -1.391 0.648  0.2614
H 0.400 -0.768 -1.502  0.4019
H 1.993 -1.600 -1.475  0.3026
H -0.329 -2.253 0.283  0.2834
H -0.127 -2.830 -1.173  0.2400
H -2.827 2.564 0.702  0.3034
H -3.336 1.415 1.671  0.6216
O -3.014 1.604 0.768  -1.1668
H -0.022 2.602 0.388  0.4724
H -0.910 1.370 0.430  0.4060
O -0.032 1.671 0.130  -1.1152
H -2.500 -0.426 0.587  0.4100
H -2.504 -1.955 0.889  0.3742
O -2.302 -1.300 0.212  -1.1792
H 2.826 1.191 -0.894  0.3570
H 2.583 2.587 -0.501  0.3212
O 3.126 2.081 -1.116  -0.7666

Spin multiplicity   2
Gap between HOMO and LUMO (alpha / beta)   3.587 / 9.726 eV
E_LUMO (alpha / beta)   0.1377 / 0.1335 hartree
Total charge   -1
Total energy   -456.92515 Ha
Molecular weight   118.1 g mol⁻¹

[2]
Below is an isolated molecule of C5H8O, with properties calculated with ωB97M-V/def2-TZVPD.

Last column: Mulliken charge in e.
Geometry (Å):
O 2.344 -0.510 0.043  -0.3840
C 1.944 0.590 0.386  -0.1388
C 0.487 -0.058 0.577  0.1335
C -0.238 -1.124 -0.365  -0.6303
C -1.477 -0.199 -0.241  -0.5430
C -0.521 0.945 0.115  -0.7171
H 2.312 1.470 -0.257  0.2561
H 0.448 -0.411 1.604  0.2784
H 0.145 -1.137 -1.390  0.2566
H -0.333 -2.163 -0.015  0.2940
H -2.105 -0.071 -1.124  0.3220
H -2.108 -0.463 0.613  0.2362
H -0.146 1.429 -0.804  0.2889
H -0.754 1.702 0.857  0.3475

Gap between HOMO and LUMO   8.986 eV
E_LUMO   0.0199 hartree
Total charge   0
SMILES string   O=CC1CCC1
Total energy   -270.40640 Ha
Molecular weight   84.1 g mol⁻¹

[3]
Below is AlH14O7 as an isolated structure, with properties calculated with ωB97M-V/def2-TZVPD.

Last column: Mulliken charge in e.
Geometry (Å):
Al -26.386 -0.202 4.341  1.3559
O -24.066 -1.585 3.053  -0.5523
H -23.116 -1.549 2.945  0.3112
H -24.310 -2.455 2.738  0.3352
O -25.849 1.503 6.719  -0.5260
H -26.336 1.730 7.511  0.2973
H -24.951 1.781 6.900  0.3197
O -28.398 0.602 2.322  -0.5483
H -28.788 0.074 1.626  0.3086
H -29.076 1.239 2.549  0.3271
O -26.080 2.588 3.583  -0.5294
H -25.247 2.961 3.870  0.3194
H -26.702 3.314 3.646  0.3310
O -27.343 -1.160 6.976  -0.5152
H -26.718 -1.516 7.607  0.2665
H -28.059 -0.820 7.513  0.3148
O -24.512 -1.631 6.161  -0.4778
H -24.845 -2.026 6.967  0.2687
H -23.597 -1.907 6.119  0.2947
O -29.039 -1.589 4.348  -0.5273
H -29.853 -1.494 3.853  0.3155
H -29.316 -1.914 5.205  0.3107

Spin multiplicity   2
Gap between HOMO and LUMO (alpha / beta)   10.875 / 6.092 eV
E_LUMO (alpha / beta)   -0.2890 / -0.4670 hartree
Total charge   +2
Total energy   -776.83599 Ha
Molecular weight   153.1 g mol⁻¹

[4]
Below is C26H46CrN6O5S2 as an isolated structure, with properties calculated with ωB97M-V/def2-TZVPD.

Last column: Mulliken charge in e.
Geometry (Å):
Cr -0.180 0.563 0.309  0.3129
C -2.473 0.274 2.618  -1.7739
C -2.031 -0.666 1.522  1.1195
C -2.972 -1.099 0.586  -0.6561
C -2.710 -2.160 -0.274  0.8262
C -3.765 -2.704 -1.187  -1.6551
C -1.439 -2.743 -0.251  -0.6407
C -0.469 -2.335 0.646  0.5963
C 0.845 -3.062 0.745  -1.7287
C -0.769 -1.288 1.545  -0.5141
H -1.645 0.769 3.124  0.1473
H -3.015 -0.295 3.376  0.4012
H -3.153 1.039 2.242  0.4108
H -3.958 -0.648 0.587  0.5115
H -3.401 -2.768 -2.213  0.2928
H -4.669 -2.099 -1.179  0.4058
H -4.031 -3.716 -0.877  0.4386
H -1.223 -3.561 -0.931  0.4714
H 1.612 -2.451 1.220  0.3115
H 1.201 -3.383 -0.235  0.4094
H 0.727 -3.963 1.351  0.4076
H -0.140 -1.184 2.421  0.7300
C 4.219 2.217 1.069  -1.3141
N 3.062 1.336 1.180  0.5979
C 3.083 0.164 0.322  -0.5577
C 2.140 1.479 2.174  0.3197
N 0.887 1.122 1.965  0.1082
N 2.532 2.058 3.328  0.1522
C 3.837 1.788 3.934  -1.1764
C 1.544 2.633 4.231  -1.1823
H 4.047 3.127 1.637  0.4204
H 4.346 2.484 0.019  0.3751
H 5.145 1.753 1.413  0.3959
H 3.656 -0.656 0.764  0.2937
H 3.547 0.428 -0.628  0.3196
H 2.080 -0.209 0.114  -0.2317
H 0.387 1.085 2.845  -0.1678
H 4.378 1.039 3.365  0.3808
H 3.680 1.394 4.938  0.4118
H 4.438 2.695 4.007  0.3522
H 0.763 3.140 3.667  0.3728
H 2.038 3.371 4.860  0.3729
H 1.097 1.878 4.885  0.3517
O 0.275 2.361 -0.603  -0.4599
S 1.490 3.092 -1.176  0.6073
C 1.101 4.848 -1.080  -0.8081
C 1.608 5.418 -2.399  -0.7059
C 1.076 4.477 -3.482  -0.7006
C 1.326 3.045 -2.991  0.4189
H 1.565 5.267 -0.190  0.4364
H 0.013 4.900 -0.992  0.3501
H 2.700 5.434 -2.410  0.3051
H 1.270 6.444 -2.532  0.4059
H 1.565 4.647 -4.439  0.4023
H 0.007 4.644 -3.624  0.2973
H 2.252 2.622 -3.380  0.5322
H 0.512 2.347 -3.191  -0.7796
C -3.450 -1.028 -7.561  -0.9968
C -4.512 -1.536 -6.596  -0.6399
S -4.092 -1.300 -4.893  1.2038
O -5.205 -1.709 -4.081  -0.7287
O -2.777 -1.855 -4.651  -0.5922
C -3.965 0.482 -4.680  -0.9768
C -2.560 1.058 -4.672  -1.3192
N -1.685 0.512 -3.618  1.2084
C -1.808 0.771 -2.300  0.2750
N -0.882 0.120 -1.599  1.3973
C -0.150 -0.612 -2.498  -1.1947
C -0.632 -0.370 -3.737  -1.1484
N -0.099 -0.911 -4.964  1.3854
O -0.371 -0.345 -6.004  -0.6496
O 0.713 -1.795 -4.829  -0.6674
C -2.843 1.662 -1.714  -2.1225
H -3.659 -1.408 -8.559  0.4218
H -2.458 -1.371 -7.273  0.2422
H -3.445 0.062 -7.622  0.2460
H -4.650 -2.619 -6.657  0.4345
H -5.487 -1.063 -6.723  0.4117
H -4.502 0.662 -3.749  0.3762
H -4.531 0.951 -5.486  0.7123
H -2.640 2.132 -4.497  0.3645
H -2.057 0.907 -5.618  0.6543
H 0.672 -1.253 -2.228  0.9076
H -3.029 2.533 -2.341  0.5329
H -2.510 2.012 -0.738  0.2997
H -3.786 1.127 -1.582  0.2419

Spin multiplicity   5
Gap between HOMO and LUMO (alpha / beta)   9.023 / 9.375 eV
E_LUMO (alpha / beta)   -0.1885 / -0.1885 hartree
Total charge   +2
Total energy   -3563.37015 Ha
Molecular weight   638.8 g mol⁻¹

[5]
Below is an isolated ion of composition C6H11N2 and charge +1, with properties calculated with ωB97M-V/def2-TZVPD.

Last column: Mulliken charge in e.
Geometry (Å):
N 1.364 -1.083 1.254  -0.2246
C 1.753 -0.903 -0.161  -0.4817
C 0.462 -0.938 -0.971  -0.8758
C -0.487 0.143 -0.580  0.3336
C -0.264 1.573 -0.676  -0.4143
C -1.387 2.195 -0.203  -0.7396
N -2.158 1.255 0.428  0.0200
C -1.664 -0.004 0.110  -0.5087
H 1.064 -2.040 1.432  0.3713
H 2.064 -0.806 1.940  0.3778
H 0.515 -0.481 1.407  0.2967
H 2.286 0.047 -0.240  0.3553
H 2.317 -1.731 -0.651  0.2922
H 0.652 -0.995 -2.047  0.4014
H -0.071 -1.909 -0.867  0.3826
H 0.559 1.887 -1.285  0.4032
H -1.646 3.246 -0.178  0.4116
H -3.056 1.355 0.871  0.2237
H -2.302 -0.811 0.418  0.3753

Gap between HOMO and LUMO   8.839 eV
E_LUMO   -0.1236 hartree
Total charge   +1
SMILES string   [NH3+]CCc1cc[nH]c1
Total energy   -344.48143 Ha
Molecular weight   111.2 g mol⁻¹

[6]
Below is C6H13MgO5Tb as an isolated structure, with properties calculated with ωB97M-V/def2-TZVPD.

Last column: Mulliken charge in e.
Geometry (Å):
O -0.570 -0.675 -0.625  -0.8347
C -1.765 -1.401 -0.492  -0.5422
C -2.789 -0.611 0.314  -0.3069
O -2.801 0.734 -0.192  -0.3570
C -3.783 1.570 0.414  -0.7158
Tb -0.836 1.403 -0.951  1.4567
H -1.599 -2.364 0.019  0.3486
H -2.181 -1.626 -1.490  0.3409
H -2.515 -0.570 1.380  0.3230
H -3.795 -1.043 0.214  0.4762
H -3.629 2.589 0.043  0.3803
H -4.783 1.221 0.124  0.2954
H -3.673 1.550 1.507  0.3522
O 0.903 1.038 0.771  -0.9094
C 0.881 -0.227 0.957  0.7750
O 1.969 -0.965 0.850  -0.1983
C 3.247 -0.342 0.812  -0.2706
O 3.395 0.468 -0.321  -0.1868
C 3.605 -0.242 -1.561  -0.6693
Mg 2.248 2.188 -0.335  1.1391
H 0.140 -0.613 1.666  0.4498
H 3.971 -1.162 0.788  0.3329
H 3.383 0.275 1.707  0.3664
H 3.777 0.513 -2.335  0.2921
H 4.493 -0.878 -1.461  0.2950
H 2.710 -0.830 -1.805  0.3674

Spin multiplicity   8
Gap between HOMO and LUMO (alpha / beta)   7.894 / 6.391 eV
E_LUMO (alpha / beta)   -0.4787 / -0.4632 hartree
Total charge   +3
Total energy   -1636.03816 Ha
Molecular weight   348.4 g mol⁻¹

> What is the total energy in the sixth record?

-1636.03816 Ha

> Among the records above, which one has the highest total energy?

C5H8O

> The highest total charge belongs to which entry?

C6H13MgO5Tb

Copy entry 2 word for word.
Below is an isolated molecule of C5H8O, with properties calculated with ωB97M-V/def2-TZVPD.

Last column: Mulliken charge in e.
Geometry (Å):
O 2.344 -0.510 0.043  -0.3840
C 1.944 0.590 0.386  -0.1388
C 0.487 -0.058 0.577  0.1335
C -0.238 -1.124 -0.365  -0.6303
C -1.477 -0.199 -0.241  -0.5430
C -0.521 0.945 0.115  -0.7171
H 2.312 1.470 -0.257  0.2561
H 0.448 -0.411 1.604  0.2784
H 0.145 -1.137 -1.390  0.2566
H -0.333 -2.163 -0.015  0.2940
H -2.105 -0.071 -1.124  0.3220
H -2.108 -0.463 0.613  0.2362
H -0.146 1.429 -0.804  0.2889
H -0.754 1.702 0.857  0.3475

Gap between HOMO and LUMO   8.986 eV
E_LUMO   0.0199 hartree
Total charge   0
SMILES string   O=CC1CCC1
Total energy   -270.40640 Ha
Molecular weight   84.1 g mol⁻¹